The following is a DFT calculation (ωB97M-V/def2-TZVPD) of a molecular structure, C42H46FIrN8O5Te.

Properties
DFT total energy (Eh): -2913.70334
LUMO energy (alpha / beta) (eV): -7.05 / -8.82
⟨S²⟩: 0.756
Total charge: +3
Kohn-Sham gap (alpha / beta) (eV): 7.7 / 5.9
Highest occupied orbital energy (alpha / beta) (eV): -14.7 / -14.7
2S+1: 2
Maximum force (eV Å⁻¹): 0.607
Energy above the lowest of the compared OMol25 structures with the same formula, charge and spin (kJ/mol): 18.1

Each line ends with the Löwdin spin population.
Element x y z (Å)
1 N -6.784 -4.363 -2.088  0.000
2 H 7.645 1.296 1.322  0.000
3 H 1.883 -2.714 -3.271  0.000
4 C -1.050 -0.860 -1.716  0.000
5 H 7.993 -0.677 -1.521  0.000
6 C -1.223 -0.082 3.806  0.000
7 C 5.474 3.745 1.325  0.000
8 C 0.708 -4.982 -3.722  0.000
9 H 5.498 0.472 2.574  0.000
10 H -6.609 -4.722 -4.168  0.000
11 C -0.722 2.661 3.795  0.018
12 H -6.421 -1.029 -1.839  0.000
13 H -7.556 -5.027 -2.132  0.000
14 C 2.167 1.163 2.514  0.000
15 H -2.073 5.824 0.354  0.004
16 H 4.255 4.888 0.034  0.000
17 H 2.114 -2.648 1.987  0.000
18 C -2.801 3.848 0.853  0.063
19 H -1.335 -5.872 -3.604  0.000
20 Te -0.869 3.052 0.817  0.630
21 C -5.174 3.647 1.133  0.000
22 H -3.813 2.015 1.390  0.002
23 H -1.025 0.055 5.936  0.000
24 H -1.405 -1.150 3.815  0.000
25 C 2.791 -0.638 -2.111  0.000
26 C 2.076 -1.946 4.564  0.000
27 H 4.698 1.104 1.150  0.000
28 C -3.658 -1.957 -2.085  0.000
29 H 1.541 -4.873 -3.041  0.000
30 H 5.611 -0.884 -1.432  0.000
31 C -2.533 -2.586 -2.593  0.000
32 H -2.093 0.709 -0.668  0.017
33 O 0.383 0.851 -0.967  0.027
34 C -0.752 1.961 4.993  0.002
35 H -6.048 3.049 1.355  -0.001
36 H -1.332 0.064 1.669  0.003
37 H -6.296 5.458 0.875  0.002
38 C 2.876 4.000 1.335  0.002
39 C 5.570 1.225 1.786  0.000
40 C -2.938 5.208 0.577  0.035
41 H -0.689 -5.197 -2.028  0.000
42 H 4.837 -0.436 0.020  0.000
43 C -5.270 -3.099 -3.575  0.000
44 H 5.641 4.703 1.816  0.000
45 H 2.099 0.730 4.605  0.000
46 O 2.833 4.634 2.361  0.002
47 C 2.118 -1.067 3.432  0.000
48 C -5.313 5.005 0.864  0.035
49 C -1.004 0.595 4.998  0.003
50 C 4.180 3.919 0.527  0.002
51 C 6.790 0.152 -0.097  0.000
52 H -5.926 -2.428 -4.138  0.000
53 H -7.819 -2.700 -2.796  0.000
54 C -3.918 3.065 1.139  0.032
55 C -1.248 -2.052 -2.428  0.000
56 N 7.924 0.006 -0.784  0.000
57 N 2.038 -2.648 5.474  0.000
58 N 6.759 0.978 0.958  0.000
59 C -4.198 5.786 0.591  -0.002
60 C 0.278 -0.276 -1.559  0.002
61 C -0.954 1.973 2.609  0.051
62 C -2.187 -0.234 -1.186  0.009
63 C -0.323 -3.900 -3.783  0.000
64 C 1.065 -2.178 -2.812  0.000
65 N -4.929 -2.514 -2.284  0.000
66 C -3.429 -0.761 -1.364  0.000
67 N 4.016 2.881 -0.537  0.000
68 H -0.575 2.485 5.924  0.000
69 O 3.085 0.581 -1.823  0.000
70 C 2.132 -1.577 2.142  0.000
71 H 3.945 3.360 -1.438  0.000
72 H 4.825 2.271 -0.647  0.000
73 C 5.563 2.637 2.370  0.000
74 H 6.293 3.644 0.605  0.000
75 H -2.636 -3.525 -3.115  0.000
76 C 1.338 -1.010 -2.142  0.001
77 H 4.755 2.722 3.098  0.000
78 H -5.228 -5.253 -3.190  0.000
79 C -7.298 -2.968 -1.879  0.000
80 C 2.156 -0.717 1.052  0.000
81 H 0.946 -5.476 -4.652  0.000
82 C 2.184 0.671 1.195  0.000
83 N 5.701 -0.507 -0.491  0.000
84 H -8.018 -2.980 -1.065  0.000
85 H -4.309 6.843 0.391  -0.001
86 O 3.638 -1.482 -2.354  0.000
87 F -4.474 -0.083 -0.852  0.000
88 Ir 2.221 1.821 -0.480  0.004
89 H 8.770 0.476 -0.511  0.000
90 H -4.388 -3.244 -4.190  0.000
91 H -0.780 -3.683 -4.740  0.000
92 H 2.142 2.221 2.718  0.000
93 C -1.196 0.604 2.599  0.013
94 C -5.944 -4.451 -3.350  0.000
95 C -0.642 -5.204 -3.109  0.000
96 C 2.129 0.316 3.604  0.000
97 H 2.136 -1.178 0.074  0.000
98 C -6.119 -2.043 -1.568  0.000
99 H 6.483 2.789 2.942  0.000
100 H -0.513 3.725 3.799  0.005
101 N -0.150 -2.704 -2.971  0.000
102 H -5.919 -2.057 -0.498  0.000
103 O 1.816 3.385 0.817  0.041
104 H -6.212 -4.632 -1.288  0.000

Atomic forces in eV per Å
N 0.06 0.04 -0.07
H 0.02 -0.01 0.01
H 0.02 0.01 0.02
C 0.03 0.03 0.02
H 0.01 -0.03 0.05
C -0.02 0.01 -0.01
C -0.04 0.30 0.16
C -0.05 0.00 -0.01
H 0.04 0.03 0.03
H 0.00 0.02 -0.02
C -0.04 0.07 0.01
H 0.02 0.03 -0.02
H -0.05 -0.04 -0.02
C -0.01 0.27 -0.40
H -0.01 -0.02 0.02
H -0.01 0.05 -0.08
H 0.02 0.00 -0.02
C 0.06 0.05 0.19
H 0.01 0.01 0.02
Te -0.45 0.33 -0.01
C -0.03 0.05 -0.02
H 0.02 0.01 0.00
H 0.01 0.00 -0.02
H 0.00 0.01 0.00
C -0.19 -0.19 0.01
C -0.01 -0.11 0.21
H -0.16 -0.06 0.04
C -0.01 0.02 0.05
H 0.00 0.01 -0.01
H -0.09 -0.01 0.24
C 0.00 0.07 0.02
H 0.01 0.02 0.03
O 0.14 -0.13 0.44
C 0.01 -0.02 0.01
H 0.02 0.00 0.00
H -0.01 0.03 0.00
H 0.02 -0.01 0.00
C -0.27 0.02 0.30
C -0.05 0.01 0.08
C 0.04 0.02 -0.16
H -0.02 -0.01 -0.02
H -0.01 -0.03 0.02
C -0.01 0.01 -0.04
H 0.02 -0.04 0.11
H 0.03 0.01 -0.03
O 0.05 -0.18 -0.25
C 0.04 0.16 -0.13
C 0.00 -0.02 0.01
C -0.03 0.00 0.01
C -0.07 -0.29 -0.01
C -0.08 0.00 0.10
H -0.01 0.00 0.01
H -0.01 0.04 0.00
C 0.01 -0.11 0.17
C -0.05 0.01 0.04
N -0.03 0.00 -0.02
N -0.04 0.10 -0.14
N -0.13 -0.13 -0.11
C -0.01 -0.02 -0.01
C -0.04 0.31 -0.32
C -0.04 -0.01 -0.01
C 0.04 0.00 -0.05
C 0.04 -0.01 0.05
C -0.13 -0.13 -0.13
N -0.01 -0.02 -0.04
C -0.09 -0.01 -0.01
N -0.49 -0.13 -0.25
H -0.01 0.00 -0.02
O 0.21 0.51 0.26
C -0.05 -0.05 0.05
H 0.07 -0.08 0.03
H -0.03 0.06 0.20
C 0.18 -0.12 -0.15
H -0.02 0.04 -0.04
H 0.01 0.00 0.02
C 0.04 -0.08 0.00
H -0.09 -0.06 -0.08
H 0.02 0.00 -0.02
C 0.05 -0.08 -0.02
C 0.04 -0.07 -0.28
H 0.01 -0.01 0.00
C 0.35 0.00 0.17
N 0.19 0.18 -0.19
H -0.01 0.01 0.03
H 0.01 -0.01 0.00
O 0.10 -0.07 -0.13
F -0.01 -0.03 -0.01
Ir 0.15 -0.43 0.00
H -0.01 0.04 -0.02
H 0.03 0.00 0.01
H 0.02 -0.01 -0.02
H 0.05 0.02 0.02
C 0.06 -0.05 -0.04
C -0.07 0.01 0.10
C 0.00 0.02 -0.01
C 0.08 -0.20 0.14
H 0.08 0.02 0.11
C 0.02 0.01 0.02
H -0.02 -0.01 0.01
H -0.02 -0.03 -0.01
N 0.14 -0.04 0.01
H 0.02 0.03 0.02
O 0.42 0.12 -0.22
H 0.03 0.01 0.04


The following is a DFT calculation (ωB97M-V/def2-TZVPD) of 13 unconnected molecules or ions with the total composition C34H81N13O13.

Properties
DFT total energy (Eh): -3034.28923
LUMO energy (eV): -0.07
Total charge: 0
Kohn-Sham gap (eV): 8.7
Highest occupied orbital energy (eV): -8.7
Maximum force (eV Å⁻¹): 2.160
Energy above the lowest of the compared OMol25 structures with the same formula, charge and spin (kJ/mol): 144.5

Each line ends with the Mulliken charge.
Element x y z (Å)
1 N 4.166 3.352 -0.477  0.318
2 C -5.326 -3.093 1.473  0.694
3 N -1.007 -4.209 2.638  0.044
4 H -1.430 5.437 -0.137  0.445
5 H 4.265 4.606 1.168  0.344
6 H 3.391 -1.565 -3.452  0.272
7 H 2.927 -1.206 1.490  0.423
8 H 0.581 2.527 -1.546  -0.192
9 H -5.295 0.111 2.476  0.134
10 N -0.276 4.016 -2.684  0.278
11 H 1.544 -0.434 3.955  -0.336
12 H 6.022 -3.556 -3.775  0.271
13 C 1.013 -5.503 -1.672  -0.914
14 N 6.727 -2.421 -0.765  -0.371
15 H -5.400 3.815 -2.002  0.342
16 C 3.604 1.651 3.080  -0.882
17 H 0.518 -1.758 3.923  -0.411
18 H -5.247 -1.159 -1.191  0.380
19 H -1.901 0.105 6.096  0.283
20 C 6.681 -3.660 -2.918  -1.208
21 H 3.864 1.834 -3.148  0.271
22 H -4.289 0.616 -3.106  0.547
23 H 3.313 2.925 -0.125  -0.014
24 H -1.129 3.926 -2.158  -0.198
25 H 6.261 -2.025 0.031  0.204
26 H 7.712 -2.574 -0.638  0.191
27 H 0.721 -2.220 -4.692  0.274
28 N 1.314 -0.403 0.462  1.678
29 N 2.311 2.283 3.238  -0.139
30 H 1.298 -4.605 1.868  -0.189
31 H -1.954 -4.537 2.608  0.066
32 C 0.772 3.017 -2.499  -0.612
33 C -5.358 3.285 -1.054  -0.996
34 C 2.482 -1.276 0.499  -1.264
35 H 0.578 2.235 -3.239  0.285
36 H 0.279 4.406 1.997  0.388
37 H 3.688 1.087 2.147  0.131
38 O -0.379 -5.668 4.264  -0.687
39 C -3.455 4.756 -0.373  0.520
40 H -4.526 3.267 4.251  0.408
41 C 0.083 -0.709 0.913  0.214
42 H -4.236 -4.900 1.760  0.186
43 O 1.368 -7.063 0.080  -0.653
44 H 1.820 2.284 4.121  0.222
45 H -2.282 5.682 -2.793  0.076
46 H 3.352 -4.761 -0.703  0.149
47 O 4.739 -2.877 -1.761  -0.465
48 H -2.826 -1.909 4.767  0.175
49 N 2.870 -5.377 -0.062  -0.223
50 O 0.515 5.186 -4.477  -0.695
51 H -2.189 5.178 1.408  0.469
52 H -1.585 3.861 0.371  -0.246
53 H -1.889 -1.628 -4.241  0.204
54 H -5.331 0.748 4.169  0.193
55 H 0.200 3.753 3.527  0.496
56 C -5.018 -1.281 -0.136  -0.700
57 C -4.123 1.673 2.863  0.725
58 H -2.043 5.707 -4.617  0.265
59 C -0.980 0.310 0.589  1.214
60 O 5.884 3.039 -1.885  -0.740
61 C 1.775 -0.647 -5.407  0.595
62 H -0.826 -3.246 2.323  0.493
63 O -1.045 0.347 -2.865  -0.428
64 H -0.444 1.246 0.415  -0.692
65 C 1.624 2.702 2.158  0.444
66 H 0.817 0.376 -7.061  0.322
67 H -1.361 6.906 -3.626  0.334
68 H 1.818 -1.522 -2.610  0.027
69 H 3.745 0.877 3.834  0.389
70 O -5.538 -2.299 2.364  -0.602
71 N -5.034 -2.681 0.224  -0.139
72 H 2.481 -2.990 -3.085  0.281
73 C 0.944 -0.637 -6.684  -1.174
74 H -5.753 -4.929 2.611  0.314
75 N 1.614 -1.771 -4.648  -0.004
76 H 2.051 -5.310 3.401  0.428
77 H 4.394 2.401 3.051  0.346
78 O -0.222 -1.772 1.496  -1.306
79 C -2.188 0.188 -3.285  0.325
80 H 1.640 -3.607 3.262  0.033
81 H -4.954 -3.352 -0.518  0.242
82 C -3.673 2.668 3.905  -1.215
83 C -3.330 1.101 -2.902  -0.370
84 H 4.583 0.627 -2.012  0.213
85 H 2.163 -2.297 0.301  0.386
86 H -2.203 -2.282 6.377  0.363
87 H 1.759 3.452 -2.609  0.505
88 H -3.276 2.222 4.822  0.283
89 H -1.679 0.446 1.412  -0.296
90 H 5.827 4.413 0.306  0.337
91 O 2.592 0.228 -5.177  -0.587
92 H 6.901 -4.711 -2.739  0.318
93 C 0.353 3.433 2.493  -0.680
94 H -3.399 -0.834 -4.575  0.190
95 C 4.751 4.498 0.199  -1.139
96 H 3.082 1.268 -1.632  -0.547
97 H -1.614 -0.009 -0.237  -0.401
98 N -4.161 3.614 -0.320  0.445
99 H -2.924 3.398 3.613  0.151
100 N -4.955 0.677 3.240  -0.247
101 C 1.774 -6.060 -0.497  0.682
102 C -0.345 4.995 -3.618  0.738
103 H 0.001 -1.166 -6.565  0.315
104 C -1.599 5.841 -3.629  -0.834
105 H -3.305 1.339 -1.841  -0.400
106 H 3.108 -0.985 -0.338  0.173
107 C 4.770 2.709 -1.499  0.630
108 H 1.577 -5.802 -2.560  0.327
109 C 5.990 -2.965 -1.774  0.738
110 N -1.376 -0.586 5.564  -0.077
111 C 1.352 -4.616 2.951  -0.267
112 O 1.933 2.415 1.004  -0.416
113 C -0.202 -0.026 5.199  0.537
114 H 4.482 5.357 -0.421  0.345
115 C -5.278 -4.573 1.700  -1.155
116 H -3.856 2.908 0.347  -0.016
117 H -5.802 -0.754 0.407  0.312
118 H -5.705 -5.220 0.928  0.404
119 H -1.239 -2.623 4.950  0.081
120 C -0.078 -4.855 3.404  0.511
121 H -6.241 3.565 -0.475  0.330
122 H 0.028 -5.955 -1.755  0.371
123 N -2.526 -0.875 -4.083  -0.412
124 O -3.594 1.712 1.733  -0.569
125 H 7.633 -3.187 -3.173  0.402
126 H 0.823 -4.434 -1.581  0.116
127 H -3.348 2.031 -3.472  0.334
128 H 1.553 0.573 0.323  -0.946
129 H -0.551 2.887 2.216  -0.214
130 H 1.590 -1.078 -7.449  0.346
131 O -3.805 5.736 -1.028  -0.734
132 C -2.147 4.801 0.388  -0.466
133 C -1.930 -1.912 5.388  -0.532
134 C 4.023 1.561 -2.107  0.090
135 C 2.389 -1.968 -3.443  -0.693
136 H 1.447 -1.340 5.431  0.532
137 H -5.370 2.211 -1.225  0.218
138 C 0.841 -0.971 4.600  0.055
139 H 3.277 -5.539 0.838  0.202
140 O 0.045 1.175 5.307  -0.749
141 H -4.070 -0.819 0.140  0.109

Atomic forces in eV per Å
N -0.35 -0.83 0.19
C 0.04 -0.35 -0.18
N 0.22 0.98 -0.16
H -0.49 0.44 -0.11
H 0.09 0.01 0.06
H -0.06 0.31 -0.46
H 0.55 -0.18 -0.13
H 0.42 0.27 0.21
H -0.27 -0.59 0.62
N -0.58 0.60 0.51
H -0.20 0.49 0.28
H -0.02 -0.20 -0.03
C 0.11 -0.10 -0.31
N 0.16 -0.30 -0.21
H 0.11 0.04 -0.04
C 0.06 -0.64 -0.16
H -0.54 -0.23 0.50
H 0.27 -0.08 -0.10
H -0.27 -0.48 -0.25
C 0.48 0.55 -0.21
H -0.11 -0.47 -0.12
H 0.02 0.00 0.06
H 0.24 0.49 0.08
H 0.19 -0.21 0.23
H -0.35 0.03 -0.09
H 0.02 -0.08 -0.40
H -0.06 -0.22 -0.15
N 0.24 -0.03 0.06
N 0.20 0.02 -0.73
H 0.51 -0.22 -0.06
H -0.13 -0.01 0.58
C -1.21 -0.31 -0.81
C -0.17 0.54 0.22
C -1.15 -0.10 -0.02
H 0.65 0.00 -0.07
H 0.33 -0.32 -0.55
H -0.38 0.32 -0.18
O 0.11 0.24 -0.22
C -0.21 1.09 -0.44
H -0.06 -0.14 -0.11
C -0.88 -1.03 0.31
H 0.05 0.19 0.04
O 0.29 0.61 -0.16
H 0.15 0.00 0.11
H -0.16 -0.20 -0.29
H -0.08 0.24 0.24
O 2.06 -0.21 0.21
H 0.02 0.20 -0.08
N 0.03 0.61 -1.02
O -0.17 -0.28 0.72
H -0.41 -0.11 0.04
H -0.59 -0.31 0.35
H 0.28 0.04 -0.18
H -0.47 -0.54 -0.17
H 0.49 -0.65 0.24
C -0.20 0.19 0.36
C 1.99 -0.13 -0.84
H -0.34 -0.29 0.22
C 0.35 0.33 0.74
O -0.07 -0.09 -0.32
C 0.05 0.47 -0.49
H 0.00 -0.81 -0.32
O -1.03 -0.26 -0.25
H -0.56 0.17 -0.46
C -0.89 -0.54 0.90
H -0.32 0.11 0.44
H 0.41 -0.09 0.16
H 0.45 0.40 -0.01
H 0.18 0.45 0.38
O -0.19 0.61 0.70
N -0.15 -0.04 -0.69
H -0.04 -0.45 -0.82
C 0.64 0.31 0.07
H -0.03 0.63 0.21
N 0.75 -0.04 -0.10
H -0.12 -0.28 -0.14
H 0.14 -0.16 0.34
O 0.88 0.98 -0.77
C 1.22 -0.06 0.42
H 0.09 0.01 -0.09
H 0.06 -0.15 0.10
C -0.69 0.59 1.18
C -0.65 -0.16 -0.36
H 0.51 0.29 -0.44
H 0.02 -0.10 0.21
H -0.05 -0.21 -0.10
H 0.04 -0.01 0.13
H -0.10 -0.41 -0.23
H 0.25 -0.07 0.23
H 0.07 -0.06 -0.07
O -0.14 -0.51 0.14
H -0.27 -0.03 0.24
C -0.89 1.21 0.18
H -0.03 -0.33 -0.02
C -0.91 -0.11 -0.67
H -0.21 0.70 -0.06
H 0.46 0.06 -0.37
N 0.61 -0.93 0.46
H 0.03 -0.32 -0.71
N 0.74 1.50 -0.48
C -0.85 -1.03 1.27
C 0.81 0.24 -1.10
H -0.02 -0.04 -0.29
C -0.01 0.30 0.02
H 0.30 0.02 -0.01
H 0.46 0.06 0.29
C 0.78 0.34 0.77
H -0.11 0.56 -0.21
C -2.07 0.10 0.52
N 0.09 1.46 0.41
C -0.60 1.04 0.42
O 0.04 0.37 -0.09
C 0.76 -0.83 -1.56
H 0.45 0.36 0.32
C 0.21 -1.42 0.03
H 0.08 0.22 -0.11
H -0.06 -0.03 0.07
H -0.05 0.52 -0.35
H 0.25 0.17 -0.02
C -0.16 -1.10 0.06
H -0.15 -0.07 -0.12
H 0.14 -0.38 0.26
N -0.47 0.68 0.32
O -1.14 -0.21 0.89
H -0.05 0.05 0.12
H 0.53 0.12 -0.24
H 0.36 0.03 0.04
H -0.47 -0.03 -0.16
H 0.23 -0.26 -0.19
H -0.29 -0.47 0.07
O -0.09 -0.44 0.09
C 1.25 -0.38 -0.35
C -0.15 -0.23 0.52
C -0.30 -0.63 0.11
C -1.02 0.24 1.64
H -0.15 -0.37 -0.06
H -0.08 -0.01 -0.04
C 0.63 0.49 -0.24
H 0.05 -0.48 0.03
O -0.33 -0.32 0.39
H 0.08 0.12 -0.20


The following is a DFT calculation (ωB97M-V/def2-TZVPD) of a molecular structure, C9H9I2NO4S2Y2.

Properties
DFT total energy (Eh): -2170.85254
LUMO energy (alpha / beta) (eV): -16.97 / -16.93
Total charge: +4
Kohn-Sham gap (alpha / beta) (eV): 6.5 / 6.5
Highest occupied orbital energy (alpha / beta) (eV): -23.5 / -23.5
Maximum force (eV Å⁻¹): 6.767
Energy above the lowest of the compared OMol25 structures with the same formula, charge and spin (kJ/mol): 8.3

Each line ends with the natural charge from an NBO analysis.
Element x y z (Å)
1 H -1.414 -0.163 -3.150  0.228
2 C 0.284 0.598 -2.038  0.084
3 H 0.160 2.308 -0.676  0.209
4 C 0.856 1.856 -1.394  -0.654
5 C 1.845 0.463 1.739  0.409
6 O 2.277 -0.785 4.552  -0.232
7 C 1.272 -0.109 -2.958  -0.663
8 Y -2.245 -0.851 0.785  1.615
9 C -0.819 -1.996 3.732  -0.084
10 O -2.667 0.793 4.079  -0.231
11 O -1.259 2.581 1.533  -0.264
12 H 1.095 2.582 -2.185  0.309
13 I -2.879 -2.808 -1.387  0.379
14 S -0.921 -2.752 2.221  -0.244
15 H 1.459 0.547 -3.824  0.305
16 C 2.132 -1.262 3.513  0.418
17 C -1.025 0.801 -2.784  -0.660
18 H 2.228 -0.324 -2.463  0.224
19 S -0.073 -0.624 -0.575  -0.572
20 O 2.024 1.560 2.063  -0.264
21 H -1.806 1.260 -2.165  0.213
22 H 1.778 1.628 -0.843  0.214
23 H -0.826 1.450 -3.651  0.309
24 N -0.762 -1.543 4.817  -0.109
25 Y 1.404 -1.918 1.121  1.624
26 H 0.856 -1.064 -3.322  0.228
27 C -1.613 1.516 1.229  0.409
28 I 1.317 -3.979 -1.035  0.386
29 C -2.678 0.235 3.069  0.414

Atomic forces in eV per Å
H 0.17 0.36 -0.10
C 0.43 0.87 -1.23
H 0.09 0.09 -0.42
C -0.03 -0.24 0.44
C 1.19 6.11 1.14
O -0.44 -2.09 -4.47
C 0.14 -0.60 0.30
Y -0.92 -0.39 -0.13
C 0.15 0.98 2.91
O -0.21 -2.39 -4.52
O -1.72 -5.24 -1.47
H -0.11 -0.15 0.20
I -0.26 -0.16 -0.25
S -0.08 -0.15 -0.38
H -0.03 -0.21 0.28
C 0.80 1.56 5.37
C -0.44 -0.41 0.37
H -0.10 0.21 -0.16
S -0.12 -0.55 0.16
O -0.89 -4.99 -1.45
H 0.15 0.18 -0.14
H -0.01 0.12 -0.32
H -0.11 -0.14 0.27
N -0.09 -0.94 -2.70
Y 0.59 -0.61 0.07
H 0.13 0.42 -0.06
C 1.92 6.40 1.06
I 0.18 -0.30 -0.26
C -0.41 2.24 5.48